# 1
Entry from OMol25: 2 unconnected molecules or ions with the total composition C5H11NO at a distorted geometry (the ωB97M-V functional and the def2-TZVPD basis).

XYZ file:
```
18
C5H11NO (the ωB97M-V functional and the def2-TZVPD basis)
C -1.9474 1.9706 -0.2256
C 1.0470 -0.4150 -1.5296
C 1.6521 0.5819 0.7085
C 0.7752 -0.4879 0.0171
C -0.6194 0.0471 0.4448
N -1.1832 0.9475 -0.1202
O -1.7993 -1.9708 1.1802
H -1.6890 2.8743 0.2776
H -2.9323 1.8082 -0.6399
H 0.9750 -1.3868 -1.9982
H 0.4686 0.3355 -2.0057
H 2.0941 -0.2336 -1.6446
H 1.0325 0.8005 1.6185
H 2.6995 0.3743 0.8358
H 1.4102 1.4497 0.0568
H 0.9803 -1.4240 0.5382
H -2.0290 -3.0069 1.0161
H -0.9348 -2.2646 1.4701
```

Output
E: -326.9537 Ha
HOMO energy: -7.24 eV
Energy relative to the best compared isomer or geometry (same formula, charge and spin): 4.835 eV
Maximum force: 5.4 eV Å⁻¹
HOMO-LUMO gap: 7.870 eV
Multiplicity: 1

---

# 2
Entry from OMol25: 2 unconnected molecules or ions with the total composition C5H11NO (the ωB97M-V functional and the def2-TZVPD basis).

XYZ file:
```
18
C5H11NO (the ωB97M-V functional and the def2-TZVPD basis)
C -1.6853 -1.2121 0.4950
C -0.6800 -0.1875 0.9517
C 0.5548 -0.5438 1.7013
N 0.6196 -0.1715 0.3007
C 1.1896 1.0630 -0.0756
C 0.6213 1.8906 -0.9522
O 0.6532 -0.6402 -2.6033
H -2.1163 -0.9252 -0.4707
H -2.5009 -1.2995 1.2206
H -1.2171 -2.1954 0.3825
H -1.0843 0.8031 1.1657
H 0.7756 -1.5889 1.9115
H 0.9363 0.1667 2.4335
H 2.1806 1.2522 0.3347
H 1.3021 0.0064 -2.2961
H -0.3451 1.6593 -1.3933
H 1.1326 2.7825 -1.2963
H 0.3615 -1.0116 -1.7591
```

Output
E: -327.0426 Ha
HOMO energy: -8.90 eV
SMILES string: C=CN1C[C@@H]1C.O
Energy relative to the best compared isomer or geometry (same formula, charge and spin): 2.414 eV
Maximum force: 0.3 eV Å⁻¹
HOMO-LUMO gap: 9.905 eV
Multiplicity: 1

---

# 3
Entry from OMol25: a single C5H11NO molecule at a distorted geometry (the ωB97M-V functional and the def2-TZVPD basis).

XYZ file:
```
18
C5H11NO (the ωB97M-V functional and the def2-TZVPD basis)
C 2.0536 -0.6827 -0.1947
O 2.6310 -1.5640 0.6960
C 1.0583 0.2484 0.7105
C -0.0331 0.9325 -0.1558
C -1.3109 0.2672 -0.3440
C -1.9096 0.2847 -1.5848
N -1.9947 -0.2796 0.7790
H 2.8225 -0.0202 -0.3990
H 1.5376 -1.1705 -1.0556
H 2.0399 -2.1169 1.1662
H 1.5774 0.9584 1.2978
H 0.6058 -0.4204 1.4548
H 0.4525 1.2807 -1.1754
H -0.3153 1.9387 0.3631
H -1.6592 0.8708 -2.5397
H -2.8214 -0.3825 -1.5212
H -1.6740 -0.1302 1.6855
H -3.0605 -0.0141 0.8174
```

Output
E: -327.0257 Ha
HOMO energy: -8.15 eV
SMILES string: C=C(N)CCCO
Energy relative to the best compared isomer or geometry (same formula, charge and spin): 2.876 eV
Maximum force: 4.2 eV Å⁻¹
HOMO-LUMO gap: 8.998 eV
Multiplicity: 1

---

# 4
Entry from OMol25: 2 unconnected molecules or ions with the total composition C5H11NO (the ωB97M-V functional and the def2-TZVPD basis).

XYZ file:
```
18
C5H11NO (the ωB97M-V functional and the def2-TZVPD basis)
C -1.7114 1.5184 -0.5845
C -1.0175 -1.6269 0.5228
N 0.0971 -0.9116 0.6040
C 0.5505 -0.2244 1.6687
C 0.8570 -0.7945 -0.6676
O 0.5109 -1.4378 -1.6168
C 2.0217 0.1578 -0.6962
H -2.7825 1.4025 -0.4033
H -1.4125 0.8297 -1.3802
H -1.5014 2.5462 -0.8904
H -1.3171 -2.0117 -0.4369
H -1.6099 -1.7431 1.4193
H -0.0169 -0.3029 2.5856
H 1.5578 0.1527 1.6734
H -1.1582 1.2915 0.3323
H 2.4029 0.1705 -1.7172
H 2.8140 -0.1780 -0.0208
H 1.7154 1.1616 -0.3923
```

Output
E: -327.0108 Ha
HOMO energy (alpha / beta): -7.19 / -7.11 eV
Energy relative to the best compared isomer or geometry (same formula, charge and spin): 3.280 eV
Maximum force: 0.7 eV Å⁻¹
HOMO-LUMO gap (alpha / beta): 7.436 / 7.292 eV
Multiplicity: 1

---

# 5
Entry from OMol25: 2 unconnected molecules or ions with the total composition C5H11NO at a distorted geometry (the ωB97M-V functional and the def2-TZVPD basis).

XYZ file:
```
18
C5H11NO (the ωB97M-V functional and the def2-TZVPD basis)
C 0.7350 0.4098 -0.8433
C 0.1477 -0.8185 -0.2492
C -0.0725 -2.1977 1.7531
C 0.0463 3.0302 -0.6740
C -0.9335 2.1741 -0.4011
H 1.2988 1.1088 -0.1391
H -0.0910 0.9372 -1.3093
H 1.4615 0.1384 -1.6932
H 0.9555 -0.3629 1.6140
H -0.5682 -2.7185 0.9807
H 0.6136 -2.8172 2.3124
H -0.9540 -1.9728 2.4156
H 0.3227 3.3530 -1.6941
H 0.6423 3.2744 0.2136
H -1.6090 1.7798 -1.1457
H -1.2268 1.9298 0.6623
N 0.5094 -1.0392 1.0680
O -0.4937 -1.6204 -0.9007
```

Output
E: -327.0206 Ha
HOMO energy: -9.27 eV
SMILES string: CNC(C)=O.C=C
Energy relative to the best compared isomer or geometry (same formula, charge and spin): 3.015 eV
Maximum force: 3.2 eV Å⁻¹
HOMO-LUMO gap: 10.111 eV
Multiplicity: 1

---

# 6
Entry from OMol25: a molecular structure, C5H11NO at a distorted geometry (the ωB97M-V functional and the def2-TZVPD basis).

XYZ file:
```
18
C5H11NO (the ωB97M-V functional and the def2-TZVPD basis)
C 1.6747 -1.7357 0.0581
C 0.5612 -1.2161 0.9615
C 0.6630 0.2742 1.2542
N 0.5258 1.1532 0.1003
C -0.5412 1.8384 -0.2707
O -1.6984 1.2769 0.1523
C -2.2907 1.4640 -1.2111
H 1.5891 -2.8166 -0.0923
H 1.6408 -1.2568 -0.9269
H 2.6612 -1.5382 0.4964
H -0.4214 -1.4150 0.5192
H 0.5900 -1.7395 1.9257
H -0.1112 0.5688 1.9682
H 1.6361 0.5127 1.6982
H 1.3539 1.5376 -0.3234
H -3.0537 0.7036 -1.1963
H -1.6524 1.2927 -2.1068
H -2.6522 2.4900 -1.2800
```

Output
E: -327.0007 Ha
HOMO energy: -7.92 eV
Energy relative to the best compared isomer or geometry (same formula, charge and spin): 3.555 eV
Maximum force: 2.0 eV Å⁻¹
HOMO-LUMO gap: 8.923 eV
Multiplicity: 1

---

# 7
Entry from OMol25: 2 unconnected molecules or ions with the total composition C5H11NO at a distorted geometry (the ωB97M-V functional and the def2-TZVPD basis).

XYZ file:
```
18
C5H11NO (the ωB97M-V functional and the def2-TZVPD basis)
C 0.0425 0.5450 -0.1325
C 0.3889 -0.6047 -0.7254
N 0.3909 -1.8992 0.0062
C -0.6246 1.8364 -0.7014
C -2.1681 2.0876 -0.3663
C -2.7306 3.1730 0.1175
H 0.3452 0.6078 0.9767
H 0.4950 -0.5249 -1.7870
H -0.5494 -1.9623 0.4539
H 0.9008 -2.5437 -0.5568
H 0.0518 2.6364 -0.4078
H -0.6722 2.0381 -1.8407
H -2.8560 1.2625 -0.1776
H -3.0495 3.2982 1.2353
H -2.6761 4.0469 -0.5332
H 3.3718 -4.0108 0.4592
H 4.4055 -4.0508 1.7169
O 3.5061 -3.7159 1.4082
```

Output
E: -326.9042 Ha
HOMO energy: -7.89 eV
SMILES string: C=CC/C=C/N.O
Energy relative to the best compared isomer or geometry (same formula, charge and spin): 6.181 eV
Maximum force: 4.3 eV Å⁻¹
HOMO-LUMO gap: 8.484 eV
Multiplicity: 1

---

# 8
Entry from OMol25: a single C5H11NO molecule (the ωB97M-V functional and the def2-TZVPD basis).

XYZ file:
```
18
C5H11NO (the ωB97M-V functional and the def2-TZVPD basis)
C 1.9236 0.2180 -1.3638
C 1.1642 -0.6061 -0.3502
C 1.6538 -0.8113 1.0276
N 0.2853 0.1248 0.5816
C -1.0560 -0.3516 0.8977
C -2.1133 0.3202 0.0272
O -2.1158 1.7170 0.2101
H 1.2673 0.5933 -2.1587
H 2.6973 -0.4065 -1.8234
H 2.4226 1.0607 -0.8760
H 0.5603 -1.3893 -0.8223
H 0.7658 0.7757 1.1931
H 1.1600 -1.7044 1.4432
H -1.0763 -1.4409 0.7628
H -1.2562 -0.1339 1.9507
H -1.9559 0.0502 -1.0303
H -3.1074 -0.0369 0.3162
H -1.2194 2.0211 0.0144
```

Output
E: -326.9612 Ha
HOMO energy: -7.99 eV
Energy relative to the best compared isomer or geometry (same formula, charge and spin): 4.630 eV
Maximum force: 0.7 eV Å⁻¹
HOMO-LUMO gap: 8.864 eV
Multiplicity: 1

---

# 9
Entry from OMol25: a single C5H11NO molecule (the ωB97M-V functional and the def2-TZVPD basis).

XYZ file:
```
18
C5H11NO (the ωB97M-V functional and the def2-TZVPD basis)
C 1.0000 -1.7666 -0.8374
C 1.3649 -0.2985 -0.6325
N 0.3073 0.4242 0.0655
C 0.4016 0.4918 1.5090
C -0.8364 0.6740 -0.6462
O -0.8765 0.5184 -1.8594
C -2.0645 1.1229 0.1223
H 1.8119 -2.3029 -1.3374
H 0.1053 -1.8425 -1.4630
H 0.8004 -2.2592 0.1214
H 1.5296 0.1829 -1.5987
H 2.2818 -0.1973 -0.0399
H 1.3836 0.8865 1.7928
H -0.3520 1.1670 1.9151
H 0.2792 -0.4920 1.9847
H -2.8807 1.1904 -0.5962
H -1.9249 2.0990 0.5968
H -2.3305 0.4019 0.9030
```

Output
E: -327.1182 Ha
HOMO energy: -9.16 eV
SMILES string: CCN(C)C(C)=O
Energy relative to the best compared isomer or geometry (same formula, charge and spin): 0.357 eV
Maximum force: 0.3 eV Å⁻¹
HOMO-LUMO gap: 10.064 eV
Multiplicity: 1

---

# 10
Entry from OMol25: a single C5H11NO molecule at a distorted geometry (the ωB97M-V functional and the def2-TZVPD basis).

XYZ file:
```
18
C5H11NO (the ωB97M-V functional and the def2-TZVPD basis)
C 2.1762 0.0339 0.6949
O 2.2207 -1.1210 1.5105
C 0.8810 0.0329 -0.1308
C -0.3709 0.4417 0.7207
C -1.5370 0.9522 -0.1841
C -1.6790 -0.9851 -1.5653
N -1.8738 0.2665 -1.4344
H 2.2401 1.0695 1.0470
H 2.9798 -0.0210 -0.0553
H 1.2880 -1.2990 1.6684
H 1.0145 0.7345 -0.9637
H 0.6639 -0.9005 -0.6275
H -0.7543 -0.3744 1.3459
H -0.1722 1.2699 1.4089
H -2.5024 0.9104 0.4099
H -1.5061 1.9992 -0.5037
H -1.8695 -1.7513 -0.8071
H -1.1989 -1.2584 -2.5342
```

Output
E: -327.0108 Ha
HOMO energy: -8.75 eV
SMILES string: C=NCCCCO
Energy relative to the best compared isomer or geometry (same formula, charge and spin): 3.281 eV
Maximum force: 3.6 eV Å⁻¹
HOMO-LUMO gap: 9.564 eV
Multiplicity: 1

---

# 11
Entry from OMol25: 2 unconnected molecules or ions with the total composition C5H11NO at a distorted geometry (the ωB97M-V functional and the def2-TZVPD basis).

XYZ file:
```
18
C5H11NO (the ωB97M-V functional and the def2-TZVPD basis)
C -2.3875 -0.2914 0.7107
C 0.1526 0.9086 -1.2017
C 1.8938 0.5368 0.8252
C 0.3646 -1.2293 0.0954
C 0.4174 0.2691 0.2619
N -2.8110 -0.1920 -0.4123
O -0.5158 0.6250 1.1787
H -2.6592 -0.7550 1.6179
H 1.0482 1.3026 -1.6257
H -0.3793 0.2267 -1.7836
H -0.4997 1.7223 -0.9603
H 1.8087 0.2434 1.8709
H 2.2121 1.6018 0.6075
H 2.5877 -0.1041 0.1076
H -0.6013 -1.6027 -0.2169
H 0.9085 -1.6024 -0.7945
H 0.6600 -1.8368 0.8447
H -2.1999 0.1775 -1.1255
```

Output
E: -326.9483 Ha
HOMO energy: -8.92 eV
Energy relative to the best compared isomer or geometry (same formula, charge and spin): 4.980 eV
Maximum force: 4.2 eV Å⁻¹
HOMO-LUMO gap: 9.080 eV
Multiplicity: 1

---

# 12
Entry from OMol25: 2 unconnected molecules or ions with the total composition C5H11NO at a distorted geometry (the ωB97M-V functional and the def2-TZVPD basis).

XYZ file:
```
18
C5H11NO (the ωB97M-V functional and the def2-TZVPD basis)
C 0.9408 -1.0168 0.6159
O -0.1982 -1.5292 -0.1026
C 0.9213 -1.5698 2.0195
H 1.0103 0.0803 0.6024
H 1.8393 -1.3621 0.0886
H 1.9829 -1.6130 2.3726
H 0.5313 -2.5899 1.9699
H 0.2893 -0.9272 2.6280
C -0.4716 1.6908 -1.0384
C 0.8675 2.0274 -1.2530
C -2.2126 0.2149 -0.9516
N -1.1307 0.5506 -1.5716
H -1.1611 2.4477 -0.6084
H 1.5710 1.2604 -1.5974
H 1.1678 3.0811 -1.1139
H -2.6556 -0.7939 -1.0831
H -2.7676 0.8741 -0.2637
H -0.5240 -0.8256 -0.7133
```

Output
E: -327.0080 Ha
HOMO energy: -9.31 eV
SMILES string: C=CN=C.CCO
Energy relative to the best compared isomer or geometry (same formula, charge and spin): 3.357 eV
Maximum force: 3.3 eV Å⁻¹
HOMO-LUMO gap: 9.294 eV
Multiplicity: 1

---

# 13
Entry from OMol25: 2 unconnected molecules or ions with the total composition C5H11NO at a distorted geometry (the ωB97M-V functional and the def2-TZVPD basis).

XYZ file:
```
18
C5H11NO (the ωB97M-V functional and the def2-TZVPD basis)
C -1.2233 -1.9497 1.1355
C -1.0044 -1.5685 -0.1075
N -1.4745 -0.4976 -0.8266
C -0.2093 0.1387 -1.5224
C 2.0156 0.9825 -0.7347
C 0.7312 1.1717 -0.7804
H -1.9027 -1.2796 1.7566
H -0.8386 -2.8001 1.6663
H -0.4414 -2.1830 -0.8454
H -1.9383 0.3342 -0.5579
H -0.5088 0.7062 -2.4287
H 0.4488 -0.6339 -1.9129
H 2.7276 1.7724 -0.4213
H 2.5195 0.1250 -1.0912
H 0.3769 2.1796 -0.5186
H 0.6386 1.8253 2.4830
H 0.2180 0.4642 2.1319
O -0.1348 1.2128 2.5744
```

Output
E: -327.0095 Ha
HOMO energy: -8.54 eV
SMILES string: C=CCNC=C.O
Energy relative to the best compared isomer or geometry (same formula, charge and spin): 3.316 eV
Maximum force: 5.0 eV Å⁻¹
HOMO-LUMO gap: 9.463 eV
Multiplicity: 1

---

# 14
Entry from OMol25: a single C5H11NO molecule (the ωB97M-V functional and the def2-TZVPD basis).

XYZ file:
```
18
C5H11NO (the ωB97M-V functional and the def2-TZVPD basis)
C -0.8843 -2.5327 0.5108
N -1.0647 -1.2282 -0.1204
C -0.5345 -0.1686 0.6061
O -0.7474 -0.0382 1.7960
C 0.4991 0.6710 -0.1470
C 0.0593 1.2553 -1.4974
C 1.0908 1.7259 0.7770
H 0.1862 -2.7554 0.6459
H -1.3217 -3.3082 -0.1186
H -1.3625 -2.5404 1.4903
H -0.7694 -1.2241 -1.0896
H 1.2810 -0.0784 -0.3546
H -0.5267 2.1683 -1.3490
H -0.5473 0.5696 -2.1018
H 0.9433 1.5167 -2.0915
H 2.0006 2.1554 0.3447
H 0.3696 2.5311 0.9532
H 1.3284 1.2807 1.7462
```

Output
E: -327.1131 Ha
HOMO energy: -9.54 eV
SMILES string: CNC(=O)C(C)C
Energy relative to the best compared isomer or geometry (same formula, charge and spin): 0.498 eV
Maximum force: 0.5 eV Å⁻¹
HOMO-LUMO gap: 10.424 eV
Multiplicity: 1